Entry from the Open Molecules 2025 dataset: C37H33IKN5O5S2 as an isolated structure (ωB97M-V/def2-TZVPD).

XYZ file:
```
84
C37H33IKN5O5S2 ωB97M-V/def2-TZVPD
K -1.52 -0.13 1.51
C 3.10 0.07 2.24
C 3.53 1.53 2.11
C 4.81 1.64 1.29
C 2.39 2.37 1.57
C 1.31 2.70 2.40
C 0.25 3.45 1.92
C 0.21 3.89 0.60
C -0.94 4.71 0.10
C 1.27 3.54 -0.22
C 2.34 2.80 0.25
H 3.93 -0.55 2.62
H 2.80 -0.32 1.27
H 2.26 -0.05 2.93
H 3.75 1.91 3.12
H 4.69 1.16 0.32
H 5.62 1.12 1.81
H 5.11 2.67 1.13
H 1.30 2.35 3.42
H -0.59 3.67 2.58
H -0.88 4.85 -0.98
H -0.95 5.70 0.56
H -1.88 4.21 0.32
H 1.24 3.84 -1.27
H 3.14 2.54 -0.43
N -3.19 -6.91 5.08
C -2.50 -5.72 4.78
C -3.10 -4.72 4.03
C -2.43 -3.54 3.77
C -1.14 -3.36 4.25
C -0.53 -4.34 5.00
C -1.21 -5.52 5.28
S -0.30 -1.85 3.85
O -1.34 -0.83 3.90
O 0.79 -1.72 4.79
N 0.16 -1.89 2.34
C 1.06 -2.81 1.89
N 1.50 -3.82 2.66
C 2.35 -4.67 2.10
C 2.79 -4.55 0.79
C 2.31 -3.45 0.09
N 1.47 -2.59 0.62
H -3.91 -7.13 4.40
H -2.58 -7.71 5.20
H -4.11 -4.86 3.66
H -2.91 -2.76 3.19
H 0.48 -4.18 5.35
H -0.74 -6.29 5.88
H 2.69 -5.49 2.73
H 3.48 -5.26 0.35
H 2.60 -3.26 -0.94
I 1.30 -0.49 -2.59
C -0.26 -1.09 -3.85
C 0.06 -1.47 -5.12
C -0.97 -1.88 -6.00
C -2.27 -1.89 -5.57
C -2.60 -1.50 -4.25
C -3.95 -1.51 -3.82
C -4.25 -1.12 -2.54
C -3.21 -0.73 -1.66
C -1.86 -0.68 -1.97
C -1.59 -1.09 -3.32
H 1.09 -1.44 -5.46
H -0.73 -2.18 -7.01
H -3.06 -2.20 -6.24
H -4.73 -1.82 -4.51
H -5.28 -1.12 -2.20
H -3.53 -0.42 -0.67
O -6.08 1.34 3.02
S -5.52 0.64 1.88
O -5.95 -0.72 1.69
N -3.92 0.78 1.81
C -3.53 1.59 0.79
O -2.37 1.92 0.56
C -4.68 2.04 -0.08
C -4.63 2.77 -1.25
C -5.83 3.03 -1.91
C -7.03 2.56 -1.40
C -7.08 1.82 -0.22
C -5.88 1.57 0.42
H -3.67 3.09 -1.64
H -5.82 3.58 -2.84
H -7.95 2.76 -1.94
H -8.01 1.43 0.17
```

Summary:
ΔE to the lowest compared entry with this formula, charge and spin   1.5222 eV
Electronic energy   -3773.8344 hartree
Net charge   -2
Lowest unoccupied orbital energy   0.149 Ha

Entry from the Open Molecules 2025 dataset: a 2-piece molecular cluster, C37H33N2O2 overall (ωB97M-V/def2-TZVPD).

XYZ file:
```
74
C37H33N2O2 ωB97M-V/def2-TZVPD
C -1.40 1.93 -3.52
O -0.72 1.35 -2.38
C -0.51 0.02 -2.33
C -1.69 -0.83 -2.42
C -1.88 -1.68 -3.52
C -3.00 -2.51 -3.56
C -3.95 -2.45 -2.54
C -3.80 -1.54 -1.48
C -2.69 -0.71 -1.44
C 0.82 -0.42 -2.37
N 1.27 -1.71 -2.37
C 0.47 -2.89 -2.16
C 2.65 -1.74 -2.48
C 3.08 -0.43 -2.50
C 4.43 -0.10 -2.49
C 5.34 -1.16 -2.52
C 4.90 -2.50 -2.53
C 3.54 -2.81 -2.50
N 1.94 0.37 -2.44
C 1.95 1.81 -2.33
H -1.40 3.00 -3.32
H -0.85 1.71 -4.45
H -2.43 1.55 -3.59
H -1.11 -1.69 -4.30
H -3.11 -3.22 -4.39
H -4.81 -3.10 -2.58
H -4.54 -1.47 -0.69
H -2.53 0.02 -0.65
H 1.12 -3.64 -1.70
H -0.37 -2.68 -1.49
H 0.09 -3.28 -3.11
H 4.73 0.95 -2.47
H 6.42 -0.96 -2.54
H 5.64 -3.30 -2.56
H 3.14 -3.83 -2.50
H 3.00 2.11 -2.25
H 1.51 2.27 -3.23
H 1.40 2.14 -1.44
C 3.27 5.02 3.91
O 3.55 3.82 3.14
C 2.48 3.05 2.80
C 2.72 1.86 2.06
C 1.67 1.03 1.75
C 0.34 1.33 2.16
C -0.75 0.40 2.06
C -2.14 0.80 2.11
C -2.92 -0.33 2.54
C -4.27 -0.19 2.82
C -4.88 1.05 2.58
C -4.15 2.13 2.06
C -2.77 2.01 1.83
C -2.01 -1.47 2.65
C -0.69 -1.02 2.29
C 0.37 -1.93 2.31
C 0.12 -3.25 2.71
C -1.16 -3.66 3.12
C -2.24 -2.76 3.10
C 0.12 2.56 2.83
C 1.16 3.40 3.17
H 4.26 5.45 4.07
H 2.63 5.71 3.35
H 2.80 4.78 4.87
H 3.74 1.62 1.79
H 1.85 0.12 1.18
H -4.81 -1.04 3.23
H -5.94 1.18 2.79
H -4.65 3.08 1.85
H -2.19 2.84 1.44
H 1.36 -1.62 2.02
H 0.94 -3.97 2.72
H -1.32 -4.68 3.46
H -3.24 -3.03 3.42
H -0.87 2.84 3.16
H 0.96 4.31 3.74
```

Summary:
ΔE to the lowest compared entry with this formula, charge and spin   0.3240 eV
Electronic energy   -1689.4383 hartree
Net charge   +1
Lowest unoccupied orbital energy   -0.202 Ha

Entry from the Open Molecules 2025 dataset: C37H34CdN2O4SSeTe as an isolated structure (ωB97M-V/def2-TZVPD).

XYZ file:
```
81
C37H34CdN2O4SSeTe ωB97M-V/def2-TZVPD
Cd 0.30 -2.26 -0.98
C 2.03 4.43 1.69
C 1.60 3.02 1.39
C 1.05 2.20 2.37
C 0.64 0.91 2.11
C 0.15 0.06 3.24
O 0.58 -1.06 3.45
C -0.87 0.65 4.18
C -1.02 0.07 5.44
C -1.95 0.57 6.33
C -2.75 1.64 5.97
C -2.63 2.21 4.71
C -1.69 1.72 3.82
C 0.73 0.35 0.80
O 0.22 -0.79 0.57
C 1.37 1.17 -0.20
C 1.77 2.47 0.14
C 1.66 0.70 -1.56
N 1.45 -0.51 -1.97
C 1.73 -0.88 -3.36
C 0.52 -0.61 -4.25
Te -1.30 -1.42 -3.41
C -1.90 0.38 -2.43
C -2.12 0.40 -1.06
C -2.49 1.59 -0.44
C -2.65 2.75 -1.19
C -2.47 2.71 -2.56
C -2.10 1.53 -3.19
C 2.23 1.72 -2.51
C 1.39 2.66 -3.08
C 1.87 3.57 -4.01
C 3.22 3.55 -4.36
C 4.07 2.63 -3.77
C 3.58 1.72 -2.85
H 1.76 4.71 2.71
H 1.56 5.14 1.00
H 3.11 4.55 1.58
H 0.96 2.58 3.39
H -0.39 -0.77 5.70
H -2.05 0.12 7.31
H -3.48 2.03 6.67
H -3.26 3.04 4.43
H -1.60 2.16 2.83
H 2.24 3.09 -0.62
H 1.95 -1.95 -3.36
H 2.59 -0.36 -3.76
H 0.66 -1.06 -5.23
H 0.36 0.46 -4.37
H -1.98 -0.48 -0.45
H -2.65 1.60 0.63
H -2.93 3.67 -0.70
H -2.62 3.61 -3.15
H -1.96 1.51 -4.26
H 0.35 2.69 -2.78
H 1.20 4.29 -4.46
H 3.59 4.25 -5.10
H 5.12 2.63 -4.03
H 4.25 1.00 -2.39
O 1.30 -5.30 -2.27
C 0.51 -4.53 -2.50
C 4.07 -2.61 1.57
S 2.29 -2.72 1.27
C 2.07 -4.27 2.17
O 2.22 -3.11 -0.20
H 4.23 -2.57 2.65
H 4.42 -1.69 1.11
H 4.55 -3.47 1.12
H 2.30 -4.09 3.22
H 2.72 -5.03 1.73
H 1.02 -4.56 2.07
Se -1.05 -4.16 0.11
C -2.94 -4.03 -0.13
C -3.60 -3.02 -0.81
C -4.98 -3.06 -0.92
N -5.74 -4.03 -0.41
C -5.10 -4.99 0.25
C -3.73 -5.04 0.42
H -3.06 -2.19 -1.24
H -5.51 -2.28 -1.45
H -5.73 -5.77 0.68
H -3.27 -5.85 0.97
```

Summary:
ΔE to the lowest compared entry with this formula, charge and spin   0.8609 eV
Electronic energy   -5076.1704 hartree
Net charge   0
Lowest unoccupied orbital energy   0.004 Ha

Entry from the Open Molecules 2025 dataset: C37H34CdN6OS as an isolated structure (ωB97M-V/def2-TZVPD).

XYZ file:
```
80
C37H34CdN6OS ωB97M-V/def2-TZVPD
Cd 0.74 -0.39 0.55
C 2.19 -0.65 3.50
N 0.79 -0.61 3.06
C -0.06 -1.74 3.44
C -0.45 -2.60 2.26
N -0.30 -2.26 1.00
C -0.86 -3.29 0.24
C -0.98 -3.45 -1.13
C -1.59 -4.60 -1.59
C -2.07 -5.58 -0.70
C -1.95 -5.43 0.66
C -1.34 -4.27 1.11
N -1.06 -3.79 2.39
C 3.16 -0.78 2.35
N 2.86 -0.61 1.08
C 4.05 -0.78 0.37
C 4.32 -0.71 -0.99
C 5.62 -0.93 -1.40
C 6.64 -1.21 -0.47
C 6.39 -1.28 0.88
C 5.07 -1.06 1.28
N 4.46 -1.05 2.53
H 2.43 0.27 4.04
H 2.36 -1.47 4.20
H 0.36 0.25 3.36
H 0.44 -2.37 4.18
H -0.97 -1.37 3.90
H -0.61 -2.69 -1.82
H -1.70 -4.76 -2.66
H -2.54 -6.47 -1.10
H -2.33 -6.18 1.34
H -1.29 -4.24 3.26
H 3.54 -0.48 -1.70
H 5.87 -0.88 -2.45
H 7.65 -1.38 -0.83
H 7.17 -1.49 1.59
H 4.92 -1.20 3.41
N 0.77 -0.16 -1.70
C 0.77 -0.23 -2.85
C 0.77 -0.33 -4.28
C -0.01 0.55 -5.03
C 0.00 0.45 -6.41
C 0.78 -0.53 -7.02
C 1.55 -1.41 -6.27
C 1.55 -1.32 -4.89
H -0.60 1.30 -4.53
H -0.59 1.12 -7.00
H 0.79 -0.60 -8.10
H 2.15 -2.16 -6.76
H 2.15 -1.99 -4.29
O -0.56 1.31 0.90
S -1.15 2.10 -0.29
C -2.74 2.62 0.30
C -3.73 1.48 0.38
C -3.48 0.20 -0.10
C -4.44 -0.80 0.00
C -5.67 -0.53 0.58
C -5.92 0.75 1.07
C -4.96 1.74 0.97
C -0.27 3.68 -0.31
C -0.45 4.52 0.92
C 0.18 4.18 2.12
C -0.02 4.95 3.25
C -0.84 6.07 3.21
C -1.46 6.42 2.02
C -1.27 5.65 0.88
H -3.07 3.40 -0.39
H -2.57 3.08 1.28
H -2.53 -0.05 -0.57
H -4.22 -1.79 -0.39
H -6.42 -1.30 0.66
H -6.88 0.97 1.52
H -5.17 2.73 1.35
H -0.63 4.19 -1.21
H 0.77 3.38 -0.47
H 0.84 3.32 2.15
H 0.48 4.69 4.18
H -0.99 6.67 4.09
H -2.09 7.30 1.97
H -1.74 5.93 -0.05
```

Summary:
ΔE to the lowest compared entry with this formula, charge and spin   0.2457 eV
Electronic energy   -2399.6758 hartree
Net charge   +2
Lowest unoccupied orbital energy   -0.169 Ha

Entry from the Open Molecules 2025 dataset: C37H34I2IrN2OP2S as an isolated structure (ωB97M-V/def2-TZVPD).

XYZ file:
```
80
C37H34I2IrN2OP2S ωB97M-V/def2-TZVPD
Ir -1.46 -1.83 0.16
O 0.64 -0.43 0.22
S 0.26 0.56 1.37
C -0.46 1.96 0.55
C 0.21 3.16 0.36
C -0.48 4.23 -0.20
C -1.81 4.10 -0.54
C -2.46 2.88 -0.38
C -1.79 1.79 0.16
P -2.70 0.20 0.24
C -3.73 0.27 -1.24
C -5.10 0.52 -1.20
C -5.79 0.75 -2.39
C -5.13 0.70 -3.61
C -3.76 0.45 -3.65
C -3.07 0.22 -2.47
C -3.80 0.28 1.65
C -4.78 -0.72 1.76
C -5.70 -0.67 2.79
C -5.63 0.36 3.73
C -4.65 1.33 3.63
C -3.72 1.29 2.60
C 1.82 1.21 1.93
C 1.83 2.14 2.94
C 3.05 2.60 3.43
C 4.24 2.09 2.89
C 4.21 1.13 1.89
C 2.98 0.68 1.39
P 2.89 -0.59 0.13
C 3.08 0.12 -1.49
C 3.16 -0.79 -2.60
C 3.52 -0.33 -3.88
C 3.79 1.01 -4.07
C 3.72 1.91 -2.98
C 3.34 1.46 -1.69
C 4.35 -1.64 0.20
C 4.32 -2.89 0.83
C 5.47 -3.67 0.86
C 6.65 -3.21 0.25
C 6.68 -1.97 -0.37
C 5.54 -1.19 -0.45
H 1.25 3.28 0.65
H 0.04 5.17 -0.36
H -2.36 4.95 -0.93
H -3.50 2.78 -0.68
H -5.64 0.57 -0.26
H -6.85 0.97 -2.36
H -5.68 0.83 -4.53
H -3.24 0.45 -4.60
H -2.00 0.01 -2.50
H -4.86 -1.49 1.01
H -6.47 -1.42 2.87
H -6.36 0.41 4.53
H -4.61 2.13 4.36
H -2.96 2.06 2.52
H 0.90 2.51 3.36
H 3.08 3.32 4.23
H 5.19 2.44 3.27
H 5.14 0.74 1.50
H 2.97 -1.85 -2.45
H 3.60 -1.02 -4.71
H 4.06 1.38 -5.06
H 3.97 2.95 -3.12
H 3.30 2.16 -0.86
H 3.42 -3.25 1.30
H 5.45 -4.63 1.35
H 7.53 -3.84 0.25
H 7.60 -1.61 -0.83
H 5.56 -0.26 -1.00
I -2.86 -3.22 2.29
C -1.07 -4.32 2.67
I 0.46 -3.50 1.43
H -1.21 -5.37 2.42
H -0.79 -4.19 3.71
N -1.37 -3.17 -2.23
N -2.50 -2.80 -1.44
H -1.34 -2.61 -3.07
H -1.40 -4.15 -2.47
H -2.96 -3.63 -1.08
H -3.20 -2.28 -1.97
```

Summary:
2S+1   2
Electronic energy   -3394.1315 hartree
Net charge   +4
Lowest unoccupied orbital energy (alpha / beta)   -0.514 / -0.496 Ha
⟨S²⟩   0.811

Entry from the Open Molecules 2025 dataset: C37H34N6O2S2Tm as an isolated structure (ωB97M-V/def2-TZVPD).

XYZ file:
```
82
C37H34N6O2S2Tm ωB97M-V/def2-TZVPD
Tm 0.11 -0.22 0.32
C -5.53 0.15 0.81
C -4.42 1.08 1.31
C -4.15 2.10 0.14
C -3.18 0.28 1.76
C -3.06 -1.12 1.51
C -2.00 -1.90 2.01
C -1.02 -1.27 2.86
C 0.01 -2.11 3.62
C -1.14 0.09 3.06
C -2.18 0.90 2.52
H -6.44 0.71 0.65
H -5.84 -0.67 1.46
H -5.24 -0.39 -0.15
H -4.74 1.57 2.23
H -3.98 1.53 -0.80
H -3.27 2.74 0.34
H -5.02 2.74 0.09
H -3.77 -1.68 0.87
H -1.92 -2.98 1.87
H 1.02 -1.71 3.59
H 0.17 -3.08 3.06
H -0.32 -2.36 4.62
H -0.43 0.61 3.76
H -2.16 1.99 2.74
C -0.04 4.48 0.63
C 0.15 3.08 0.87
N -0.28 2.16 0.05
C -0.86 2.55 -1.09
C -1.05 3.90 -1.47
C -0.64 4.89 -0.53
C -1.57 4.23 -2.74
C -1.97 3.21 -3.61
C -1.80 1.88 -3.24
C -1.34 1.49 -1.95
N -1.24 0.21 -1.43
C -1.87 -0.90 -1.94
C -3.08 -0.90 -2.60
C -3.67 -2.09 -3.17
C -3.03 -3.29 -3.03
C -1.81 -3.35 -2.29
C -1.22 -4.59 -1.98
C -0.08 -4.66 -1.26
C 0.43 -3.49 -0.67
N -0.15 -2.30 -0.94
C -1.24 -2.20 -1.76
H 0.27 5.16 1.39
H 0.78 2.82 1.67
H -0.76 5.91 -0.77
H -1.58 5.25 -3.02
H -2.33 3.35 -4.58
H -1.99 1.15 -4.00
H -3.54 0.05 -2.85
H -4.62 -2.00 -3.77
H -3.44 -4.20 -3.45
H -1.67 -5.45 -2.43
H 0.39 -5.60 -1.02
H 1.23 -3.45 0.02
N 8.53 -1.26 1.28
C 7.18 -1.09 1.50
C 6.62 -0.69 2.75
C 5.27 -0.41 2.90
C 4.38 -0.57 1.81
C 4.88 -1.03 0.60
C 6.28 -1.20 0.44
S 2.70 -0.18 1.84
O 2.29 0.06 3.24
O 1.95 -1.33 1.22
N 2.32 1.14 1.02
C 2.62 1.19 -0.34
S 3.79 2.09 -1.20
C 3.14 1.53 -2.73
C 2.05 0.75 -2.54
N 1.79 0.56 -1.17
H 9.22 -0.99 1.97
H 8.94 -1.36 0.36
H 7.36 -0.67 3.55
H 4.90 -0.07 3.84
H 4.19 -1.26 -0.26
H 6.68 -1.59 -0.50
H 3.69 1.84 -3.64
H 1.36 0.27 -3.23
```

Summary:
2S+1   3
ΔE to the lowest compared entry with this formula, charge and spin   0.0000 eV
Electronic energy   -3790.9120 hartree
Net charge   +1
Lowest unoccupied orbital energy (alpha / beta)   -0.097 / -0.097 Ha
⟨S²⟩   2.002